# 1
This record from the Open Molecules 2025 dataset describes a structure of composition C6H7Br. The level of theory is the ωB97M-V functional and the def2-TZVPD basis.

Geometry as XYZ:
```
14
Properties=species:S:1:pos:R:3
C 0.04 0.26 1.23
C 0.34 -0.77 0.45
C 0.14 1.43 0.39
C -0.30 2.66 0.29
C 0.60 0.37 -0.60
C 0.38 -2.25 0.40
Br -2.98 -0.53 -0.95
H -0.25 3.16 -0.74
H -0.62 3.18 1.07
H 1.59 0.36 -1.00
H -0.07 0.19 -1.58
H 0.23 -2.65 -0.65
H -0.39 -2.62 0.95
H 1.27 -2.78 0.72
```

Values from the calculation:
Frontier orbital gap (alpha / beta)   8.785 / 4.515 eV
HOMO level (alpha / beta)   -8.939 / -8.012 eV

# 2
This record from the Open Molecules 2025 dataset describes a structure of composition C31H24Br2IN4OTi. The level of theory is the ωB97M-V functional and the def2-TZVPD basis.

Geometry as XYZ:
```
64
Properties=species:S:1:pos:R:3
Ti -0.04 0.38 0.05
Br 6.68 0.11 0.56
C 4.80 0.18 0.41
C 4.21 -0.01 -0.86
C 2.85 0.04 -0.94
N 2.05 0.25 0.14
C 2.62 0.46 1.37
C 4.03 0.42 1.51
C 1.72 0.75 2.43
C 2.13 0.94 3.77
C 1.20 1.23 4.72
Br 1.70 1.49 6.52
C -0.16 1.35 4.37
C -0.50 1.12 3.07
N 0.40 0.81 2.10
H 4.81 -0.17 -1.74
H 2.34 -0.09 -1.88
H 4.49 0.59 2.47
H 3.17 0.86 4.04
H -0.91 1.60 5.10
H -1.53 1.20 2.74
I -3.00 0.50 0.14
C -2.91 2.53 -0.40
C -4.10 3.17 -0.57
C -4.10 4.53 -0.91
C -2.92 5.19 -1.06
C -1.68 4.53 -0.88
C -0.47 5.24 -1.02
C 0.72 4.61 -0.84
C 0.75 3.23 -0.53
C -0.38 2.47 -0.38
C -1.64 3.14 -0.55
H -5.04 2.64 -0.44
H -5.05 5.05 -1.05
H -2.91 6.24 -1.32
H -0.51 6.30 -1.27
H 1.65 5.16 -0.94
H 1.73 2.79 -0.40
C -1.56 -4.85 -1.31
N -1.53 -3.54 -1.91
N -0.82 -2.50 -1.34
C -0.88 -1.41 -2.17
O -0.28 -0.34 -1.85
C -1.67 -1.79 -3.27
C -2.04 -3.10 -3.08
C -2.87 -3.98 -3.94
C 0.04 -2.63 -0.22
C 1.36 -3.02 -0.42
C 2.21 -3.10 0.67
C 1.75 -2.80 1.94
C 0.44 -2.41 2.14
C -0.43 -2.33 1.06
H -1.68 -4.76 -0.23
H -0.64 -5.41 -1.52
H -2.41 -5.39 -1.71
H -1.94 -1.16 -4.10
H -3.11 -3.47 -4.86
H -3.81 -4.24 -3.44
H -2.35 -4.91 -4.19
H 1.71 -3.23 -1.42
H 3.24 -3.39 0.52
H 2.43 -2.86 2.79
H 0.08 -2.17 3.13
H -1.47 -2.06 1.20
```

Values from the calculation:
Frontier orbital gap (alpha / beta)   5.547 / 7.279 eV
HOMO level (alpha / beta)   -8.230 / -10.342 eV
Spin multiplicity   3
Net charge   +1
<S²>   2.0173

# 3
This record from the Open Molecules 2025 dataset describes a cluster of 2 separate species, C2H10N4 in total. The level of theory is the ωB97M-V functional and the def2-TZVPD basis.

Geometry as XYZ:
```
16
Properties=species:S:1:pos:R:3
C -1.09 0.91 0.12
C 2.21 -1.38 0.34
N -2.00 1.73 0.48
N 1.45 -0.86 -0.69
N -3.08 1.62 1.19
N 1.64 -1.32 -1.82
H -1.03 -0.15 0.33
H -0.19 1.11 -0.38
H 1.64 -1.78 1.06
H 2.97 -2.07 0.09
H 2.73 -0.60 0.71
H -1.99 2.73 0.17
H -3.74 2.37 1.37
H -3.13 0.78 1.76
H 2.26 -2.06 -1.98
H 1.33 -1.03 -2.75
```

Values from the calculation:
Frontier orbital gap   8.222 eV
HOMO level   -18.152 eV
Net charge   +2

# 4
This record from the Open Molecules 2025 dataset describes a structure of composition C10H6Cl2DyN2O3SY. The level of theory is the ωB97M-V functional and the def2-TZVPD basis.

Geometry as XYZ:
```
26
Properties=species:S:1:pos:R:3
Y -1.43 -0.02 -4.78
Dy 1.62 -0.02 -1.12
Cl -1.03 -1.86 -3.11
Cl -0.08 1.50 -2.17
C 2.01 1.99 -0.07
C 0.18 -1.14 -5.89
C 0.33 1.37 -5.57
O 2.21 3.02 0.41
O 1.21 -1.61 -6.17
O 1.29 1.99 -5.82
N 1.23 -2.40 -0.30
C 0.47 -1.75 0.74
N 0.20 -0.46 0.55
C -0.52 0.06 1.67
C -0.89 1.39 1.83
C -1.31 1.82 3.10
C -1.36 0.91 4.17
C -1.02 -0.45 3.99
C -0.57 -0.85 2.73
S 0.14 -2.41 2.30
H 1.86 -3.05 0.17
H 0.63 -3.01 -0.88
H -0.81 2.04 0.97
H -1.58 2.87 3.27
H -1.69 1.25 5.17
H -1.08 -1.18 4.81
```

Values from the calculation:
Frontier orbital gap (alpha / beta)   3.741 / 3.740 eV
HOMO level (alpha / beta)   -19.880 / -19.879 eV
Spin multiplicity   6
Net charge   +4
<S²>   9.3410

# 5
This record from the Open Molecules 2025 dataset describes a cluster of 3 separate species, C2H2ClNO3 in total. The level of theory is the ωB97M-V functional and the def2-TZVPD basis.

Geometry as XYZ:
```
9
Properties=species:S:1:pos:R:3
C -1.93 0.98 0.01
C -0.68 0.29 -0.54
N -0.40 -1.34 0.79
O -1.93 1.29 1.24
O -0.93 -2.32 0.35
O -2.86 0.83 -0.75
Cl 9.35 -0.21 0.45
H 0.16 0.78 -0.13
H -0.78 -0.29 -1.42
```

Values from the calculation:
Frontier orbital gap (alpha / beta)   7.616 / 7.567 eV
HOMO level (alpha / beta)   -2.103 / -2.103 eV
Net charge   -2

# 6
This record from the Open Molecules 2025 dataset describes a cluster of 2 separate species, C6H9OP in total. The level of theory is the ωB97M-V functional and the def2-TZVPD basis.

Geometry as XYZ:
```
17
Properties=species:S:1:pos:R:3
O -0.72 -0.54 0.17
P 0.78 -1.09 0.62
C 1.67 0.31 0.26
C 1.26 1.45 -0.50
C 2.38 2.22 -0.63
C 3.55 1.56 -0.11
C 3.06 0.41 0.49
H -1.50 -1.05 -0.11
H 0.25 2.00 -0.64
H 2.34 3.27 -0.97
H 4.62 1.70 -0.33
H 3.64 -0.14 1.14
C -4.29 -2.05 0.11
H -5.02 -2.84 0.48
H -3.82 -1.57 0.99
H -3.46 -2.42 -0.46
H -4.74 -1.23 -0.51
```

Values from the calculation:
SMILES string   OP=C1C=CC=C1.C
Frontier orbital gap   7.362 eV
HOMO level   -8.185 eV